Formula: C20H34ClF3N7O3S2
Source: OMol25
Level of theory: ωB97M-V/def2-TZVPD

E: -2947.30008 a.u.
net charge: +1
HOMO energy: -11.02 eV

XYZ file:
```
70
C20H34ClF3N7O3S2 | OMol25 | ωB97M-V/def2-TZVPD
C 0.0010 3.7293 0.4456
C 0.9624 2.5539 0.2288
F 2.2005 2.7095 0.8144
C 1.0673 2.1519 -1.2757
O -0.1788 1.5584 -1.5817
C -0.2552 1.1131 -2.8778
F -0.1106 2.1539 -3.7645
C -1.6180 0.4493 -3.1306
C -2.8388 1.2109 -2.5367
C -3.9329 0.1672 -2.0795
S -4.5580 0.4283 -0.3962
C -3.2142 0.2131 0.7397
S -1.7664 -0.3669 0.1826
N -3.3980 0.5774 2.0906
C -2.8600 1.9319 2.3113
C -2.5512 2.2569 3.8038
O -1.9021 1.2136 4.5302
C -1.5450 0.1207 3.6960
C -2.8408 -0.4088 3.0444
N 0.7961 0.0653 -3.1066
Cl 1.5219 0.1834 -4.6677
C 1.7633 0.0474 -2.0737
N 2.2360 -1.0814 -1.7117
C 3.2411 -1.2646 -0.6396
C 3.7556 -2.7122 -0.5081
C 2.7975 -3.7659 0.1839
C 1.3850 -3.2765 0.5961
N 0.8157 -4.3562 1.4568
C -0.4625 -3.9902 2.0241
N -0.5985 -3.6989 3.2340
N -1.5683 -3.9750 1.1022
N 2.2119 1.2067 -1.3913
C 3.3263 1.7743 -2.1994
C 3.8608 3.1208 -1.6734
O 3.5962 4.0759 -2.2502
F 4.5835 3.2141 -0.5626
H -0.1119 3.8783 1.5325
H -0.9939 3.4211 0.0745
H 0.3401 4.6593 -0.0358
H 0.4931 1.6692 0.7155
H 1.1863 3.0486 -1.9168
H -1.5702 -0.5933 -2.7816
H -1.7781 0.3914 -4.2256
H -3.3076 1.8093 -3.3334
H -2.5994 1.8773 -1.6968
H -4.8139 0.2642 -2.7401
H -3.5780 -0.8701 -2.2215
H -1.9417 2.1326 1.7222
H -3.6247 2.6562 1.9694
H -1.8541 3.1248 3.8110
H -3.4474 2.6084 4.3487
H -1.1568 -0.6744 4.3527
H -0.7465 0.3822 2.9741
H -3.5908 -0.5076 3.8544
H -2.7154 -1.4187 2.6281
H 1.8931 -1.9160 -2.1902
H 2.8033 -0.8671 0.2922
H 4.1163 -0.6200 -0.8361
H 4.6531 -2.6533 0.1333
H 4.0944 -3.1449 -1.4647
H 3.3176 -4.1716 1.0706
H 2.6636 -4.6164 -0.5071
H 1.3750 -2.3501 1.2043
H 0.7672 -3.1720 -0.3147
H 1.5023 -4.5210 2.1891
H 0.3013 -3.7592 3.7161
H -1.5879 -4.9338 0.7357
H -1.2837 -3.4261 0.2878
H 3.1033 1.9092 -3.2679
H 4.1692 1.0529 -2.1372
```